Below is a 11-piece molecular cluster, C40H108N14O17 overall, with properties calculated with ωB97M-V/def2-TZVPD.

Cartesian coordinates (Å):
C: 5.4359 -13.9421 -9.0274
O: 5.4487 -14.9147 -8.0102
C: 4.8077 -16.1116 -8.4003
C: 3.3518 -15.9602 -8.8314
N: 2.5459 -15.6258 -7.6459
C: 1.1364 -15.2948 -7.8819
C: 0.3542 -16.2493 -8.7498
O: -0.8827 -15.6472 -9.0386
C: -1.7574 -16.5408 -9.7289
H: 6.1619 -13.1543 -8.8384
H: 4.4412 -13.4908 -9.1099
H: 5.6652 -14.3115 -10.0371
H: 4.9460 -16.8113 -7.5823
H: 5.2719 -16.5292 -9.3057
H: 2.9270 -16.8782 -9.2415
H: 3.2322 -15.2107 -9.6233
H: 2.9646 -14.8982 -7.0786
H: 1.1710 -14.3225 -8.3949
H: 0.5723 -15.1287 -6.9617
H: 0.2646 -17.2599 -8.3258
H: 0.8605 -16.3883 -9.7193
H: -1.3274 -16.7231 -10.7166
H: -2.7307 -16.0699 -9.7945
H: -1.7819 -17.4609 -9.1399
C: 3.8074 -24.7026 -5.3247
O: 3.7377 -23.6963 -4.3304
C: 3.0679 -22.5508 -4.8065
C: 3.0894 -21.4672 -3.7494
N: 4.3047 -20.6579 -3.6196
C: 4.2017 -19.8529 -2.3974
C: 5.3449 -18.8678 -2.2211
O: 6.5934 -19.4497 -2.2717
C: 7.6594 -18.5762 -2.4876
H: 2.8051 -25.0438 -5.6232
H: 4.2974 -25.5617 -4.8777
H: 4.2557 -24.2984 -6.2367
H: 2.0074 -22.8073 -4.9621
H: 3.4336 -22.2035 -5.7785
H: 2.7928 -21.9027 -2.7843
H: 2.2459 -20.8152 -4.0130
H: 5.0766 -21.3041 -3.4762
H: 4.2676 -20.5520 -1.5489
H: 3.2320 -19.3582 -2.3659
H: 5.0668 -18.2671 -1.3383
H: 5.2356 -18.0896 -3.0003
H: 7.8621 -17.8463 -1.6922
H: 7.5388 -18.0674 -3.4501
H: 8.5972 -19.1340 -2.5133
C: -5.6562 -18.6920 -7.0505
O: -5.1586 -19.8504 -6.4238
C: -5.3163 -21.0549 -7.1449
C: -4.3121 -21.1545 -8.2818
N: -2.9670 -21.4456 -7.8077
C: -2.0364 -21.7058 -8.8917
C: -1.4591 -20.4155 -9.4898
O: -0.4996 -20.7733 -10.4837
C: 0.2951 -19.7010 -10.9388
H: -5.6735 -17.8142 -6.4159
H: -6.6828 -18.9299 -7.3665
H: -5.1405 -18.4738 -7.9922
H: -6.3197 -21.0119 -7.5891
H: -5.2473 -21.9338 -6.5104
H: -4.3498 -20.2331 -8.8823
H: -4.6348 -21.9738 -8.9307
H: -2.6486 -20.6444 -7.2649
H: -2.5148 -22.2767 -9.6898
H: -1.2492 -22.3571 -8.5093
H: -1.0804 -19.7299 -8.7237
H: -2.2321 -19.8761 -10.0561
H: -0.3113 -18.8359 -11.2431
H: 0.9200 -20.0780 -11.7427
H: 0.9146 -19.2805 -10.1315
C: -0.4581 -11.0177 -2.5494
O: 0.2347 -11.5791 -1.4804
C: 1.0408 -12.6783 -1.8484
C: 1.7166 -13.2763 -0.6252
N: 2.9419 -12.4823 -0.3945
C: 3.6453 -12.9144 0.8175
C: 4.5831 -11.8002 1.2981
O: 3.8299 -10.6561 1.6392
C: 4.6051 -9.4980 1.8274
H: -1.1001 -10.1916 -2.2542
H: -1.0602 -11.7152 -3.1401
H: 0.2555 -10.5760 -3.2581
H: 1.7947 -12.2835 -2.5421
H: 0.4474 -13.4465 -2.3650
H: 1.9827 -14.3053 -0.8500
H: 1.0218 -13.1143 0.2067
H: 2.6493 -11.5248 -0.2021
H: 4.2024 -13.8355 0.6639
H: 2.9413 -12.9742 1.6598
H: 5.2918 -11.5582 0.4954
H: 5.1645 -12.0964 2.1808
H: 5.2877 -9.2179 1.0154
H: 5.2967 -9.6568 2.6687
H: 3.8784 -8.7141 2.0158
C: 6.9657 -14.8089 -0.7560
O: 6.9315 -14.4659 0.6179
C: 8.1875 -14.6191 1.2165
C: 8.1380 -14.0463 2.6275
N: 7.6128 -15.0430 3.5704
C: 7.7905 -14.6554 4.9540
C: 6.9333 -13.4823 5.4096
O: 5.5657 -13.7450 5.1796
C: 4.7618 -12.5941 5.1113
H: 5.9774 -14.7070 -1.1933
H: 7.3139 -15.8472 -0.8248
H: 7.6509 -14.1318 -1.2779
H: 8.9827 -14.0649 0.6826
H: 8.5472 -15.6571 1.1535
H: 7.5231 -13.1388 2.5364
H: 9.1125 -13.6772 2.9510
H: 6.6398 -15.1475 3.3066
H: 8.8191 -14.5262 5.2876
H: 7.4556 -15.5198 5.5387
H: 7.2135 -12.5563 4.8852
H: 7.0521 -13.2997 6.4893
H: 5.2224 -11.7768 4.5548
H: 4.5365 -12.2770 6.1392
H: 3.7757 -12.8396 4.7198
C: 4.0191 -15.3994 -2.8218
O: 3.0718 -15.1455 -3.8410
C: 2.1834 -16.2314 -4.1089
C: 2.8576 -17.4136 -4.8003
N: 2.0573 -17.9193 -5.9404
C: 2.8173 -19.0400 -6.5316
C: 1.8916 -20.0025 -7.2665
O: 2.6759 -21.0389 -7.8411
C: 1.8958 -22.1020 -8.4018
H: 3.5169 -15.4363 -1.8419
H: 4.5524 -14.4572 -2.6953
H: 4.5887 -16.3223 -2.9114
H: 1.3382 -15.8000 -4.6480
H: 1.7761 -16.5479 -3.1375
H: 3.0358 -18.1984 -4.0658
H: 3.8246 -17.1047 -5.2206
H: 2.2080 -17.1738 -6.6510
H: 3.4230 -19.6028 -5.8142
H: 3.5830 -18.6595 -7.2209
H: 1.3342 -19.4969 -8.0651
H: 1.1789 -20.3344 -6.5020
H: 1.4164 -22.7161 -7.6374
H: 2.6243 -22.6838 -8.9614
H: 1.1272 -21.6928 -9.0527
N: 1.2477 -25.9210 -10.2588
C: 0.4657 -24.7942 -10.0781
N: 0.7100 -23.7857 -10.9837
O: -0.2546 -24.6693 -9.0966
H: 1.1370 -26.7138 -9.6613
H: 1.9506 -25.9043 -10.9672
H: 0.2894 -22.8700 -10.9503
H: 1.3253 -24.1290 -11.6915
N: 4.2633 -13.0810 -5.3290
C: 3.4168 -12.2438 -5.9849
N: 2.0801 -12.4823 -5.7004
O: 3.7718 -11.3318 -6.7298
H: 5.2451 -12.8871 -5.3163
H: 3.8538 -13.8239 -4.7652
H: 1.8124 -13.2666 -5.1402
H: 1.4043 -11.9479 -6.2127
N: -3.0447 -18.2792 -5.2963
C: -1.7533 -18.4363 -5.7278
N: -0.7898 -17.6557 -5.1750
O: -1.4652 -19.3010 -6.5669
H: -3.6610 -19.0148 -5.6507
H: -3.4417 -17.4404 -4.9260
H: -0.9010 -16.8612 -4.5817
H: 0.1540 -17.9385 -5.4905
N: 5.2057 -19.9043 -8.6248
C: 6.1686 -20.0926 -7.6824
N: 5.8011 -20.7871 -6.5700
O: 7.2582 -19.5047 -7.7642
H: 4.3304 -20.4197 -8.5377
H: 5.4159 -19.5714 -9.5442
H: 6.4186 -20.6237 -5.7943
H: 4.9461 -21.2630 -6.3753
O: 4.7862 -11.4983 -2.3499
H: 4.2023 -12.0547 -1.7760
H: 4.3458 -10.6432 -2.3844

## Properties
Structure (SMILES) = COCCNCCOC.COCCNCCOC.COCCNCCOC.COCCNCCOC.COCCNCCOC.COCCNCCOC.NC(N)=O.NC(N)=O.NC(N)=O.NC(N)=O.O
ΔE to the lowest compared entry with this formula, charge and spin = 0.0 kcal per mole
HOMO level = -8.3 eV

=====

Below is C40H109MgN9O11 as an isolated structure, with properties calculated with ωB97M-V/def2-TZVPD.

Cartesian coordinates (Å):
Mg: -0.5956 0.8789 -2.8646
C: -0.9675 -0.2186 0.6710
C: 0.3372 0.3547 0.1154
O: 0.4143 0.2365 -1.3168
H: -1.8391 0.0263 0.0640
H: -1.1023 0.2448 1.6484
H: -0.9909 -1.3054 0.7514
H: 1.1905 -0.1661 0.5498
H: 0.3889 1.3687 0.5119
C: -4.7354 0.4840 -2.2556
C: -3.8184 1.7582 -2.5763
O: -2.4624 1.4367 -2.5770
H: -5.8184 0.5777 -2.3364
H: -4.4994 0.2558 -1.2162
H: -4.4120 -0.4003 -2.8047
H: -4.0999 2.5941 -1.9358
H: -4.1314 2.0549 -3.5773
C: -1.7505 -2.1364 -2.4751
C: -0.5515 -1.9410 -3.4472
C: -0.5337 -2.9986 -4.5997
O: -0.3300 -4.3756 -4.1259
C: -0.6812 -5.3154 -5.1798
N: -0.7067 -0.5991 -4.0783
H: -1.6652 -1.3330 -1.7434
H: -1.6611 -3.0839 -1.9438
H: -2.7278 -2.0669 -2.9528
H: 0.3682 -1.9988 -2.8651
H: 0.3392 -2.8351 -5.2317
H: -1.4414 -2.8199 -5.1761
H: 0.0352 -5.3310 -6.0012
H: -1.6895 -5.1283 -5.5490
H: -0.7519 -6.3261 -4.7779
H: -1.4111 -0.7721 -4.7812
H: 0.0389 -0.6221 -4.7593
C: 7.3116 1.4786 1.5559
C: 6.9315 1.3206 3.0737
C: 5.4916 0.8806 3.2644
O: 4.5951 1.8064 2.6587
C: 3.2582 1.2602 2.6536
N: 7.8807 0.3495 3.5558
H: 8.2558 2.0041 1.4134
H: 6.5402 2.1388 1.1594
H: 7.1947 0.5678 0.9685
H: 7.0771 2.3007 3.5280
H: 5.2438 0.8033 4.3231
H: 5.4385 -0.0870 2.7656
H: 2.4535 1.8792 2.2569
H: 2.9019 1.0527 3.6627
H: 3.2232 0.3021 2.1351
H: 7.8133 -0.5639 3.1300
H: 7.6098 0.1838 4.5146
C: -7.7071 -1.3686 3.9506
C: -6.4110 -2.1011 3.6136
C: -5.9326 -1.9315 2.1468
O: -4.9721 -2.9099 1.7557
C: -4.5496 -2.7995 0.4019
N: -5.4541 -1.8624 4.6953
H: -7.7298 -0.3076 3.7017
H: -8.0215 -1.5228 4.9828
H: -8.5462 -1.7429 3.3642
H: -6.7926 -3.1164 3.7212
H: -5.5189 -0.9313 2.0182
H: -6.7983 -1.9569 1.4849
H: -5.4102 -2.8058 -0.2670
H: -3.8380 -3.5230 0.0042
H: -4.1104 -1.8382 0.1355
H: -5.0829 -0.9246 4.6426
H: -4.6243 -2.4009 4.4915
C: 1.8646 3.5366 -2.2539
C: 0.4041 3.4896 -2.5927
C: -0.2325 4.8527 -3.0470
O: 0.2699 5.2647 -4.3436
C: -0.3368 6.4843 -4.8268
N: 0.2687 2.4300 -3.5808
H: 2.1565 4.4605 -1.7545
H: 2.4913 3.3977 -3.1348
H: 2.1089 2.7069 -1.5904
H: -0.0334 3.2730 -1.6181
H: -0.1716 5.6001 -2.2558
H: -1.3125 4.7712 -3.1696
H: -0.2430 7.3120 -4.1239
H: -1.3884 6.3170 -5.0599
H: 0.1656 6.8881 -5.7058
H: -0.3935 2.6944 -4.2961
H: 1.1098 2.4570 -4.1391
C: 4.2838 0.8019 -0.4167
C: 4.2003 0.2306 -1.8754
C: 5.5754 -0.2018 -2.4597
O: 5.7203 -1.5445 -1.9856
C: 6.9999 -2.0263 -2.4637
N: 3.1519 -0.8234 -2.0038
H: 3.2676 1.0215 -0.0891
H: 4.7874 1.7593 -0.2831
H: 4.7191 -0.0243 0.1453
H: 3.9143 1.0415 -2.5453
H: 6.4159 0.4096 -2.1313
H: 5.5506 -0.1722 -3.5490
H: 6.9751 -2.1129 -3.5500
H: 7.2221 -2.9982 -2.0230
H: 7.8701 -1.4436 -2.1614
H: 2.8818 -0.7691 -2.9755
H: 2.3006 -0.4939 -1.5714
C: 2.8163 -5.5009 -3.9847
C: 2.7333 -4.1652 -3.1357
C: 2.0470 -4.3821 -1.7732
O: 2.2097 -3.2668 -0.9276
C: 1.4807 -3.3212 0.2985
N: 4.1170 -3.7142 -2.9158
H: 3.6162 -6.1237 -3.5841
H: 3.1183 -5.2421 -4.9996
H: 1.9558 -6.1588 -3.8635
H: 2.1432 -3.4119 -3.6577
H: 2.4131 -5.3118 -1.3376
H: 0.9773 -4.4926 -1.9509
H: 1.6271 -4.2372 0.8709
H: 0.4464 -3.2655 -0.0411
H: 1.7016 -2.4337 0.8915
H: 4.6710 -4.5578 -2.8767
H: 4.4397 -3.4768 -3.8430
C: -1.8397 -4.2418 1.8517
C: -1.8718 -3.3713 3.1400
C: -0.4558 -3.0496 3.6480
O: 0.4244 -4.1680 3.5841
C: 1.7920 -3.9471 3.9634
N: -2.6257 -2.1425 2.9491
H: -1.4142 -3.8153 0.9433
H: -2.8395 -4.6430 1.6859
H: -1.1908 -5.0978 2.0367
H: -2.3937 -4.0105 3.8521
H: -0.5242 -2.5745 4.6266
H: 0.0218 -2.1864 3.1845
H: 2.2394 -4.9303 4.1090
H: 1.7660 -3.4554 4.9358
H: 2.3337 -3.3050 3.2689
H: -2.2362 -1.5755 2.2096
H: -3.5679 -2.3481 2.6488
C: 2.4988 4.8074 1.9583
C: 1.3111 5.4834 1.3743
C: 0.0194 4.6057 1.2996
O: -1.0493 5.3509 0.8302
C: -2.1767 4.5549 0.3549
N: 1.0265 6.6640 2.1495
H: 2.2161 4.3216 2.8923
H: 3.3357 5.5028 2.0215
H: 2.8514 4.0611 1.2464
H: 1.5025 5.8310 0.3592
H: -0.2204 4.0927 2.2309
H: 0.1593 3.7945 0.5852
H: -3.0041 5.2432 0.1823
H: -2.4731 3.7582 1.0372
H: -1.8568 4.0969 -0.5810
H: 0.9494 6.4034 3.1223
H: 0.0809 6.9243 1.9081
C: -2.7193 2.6364 3.6928
C: -4.0078 1.7223 3.8971
C: -4.9155 1.6070 2.6589
O: -5.4253 2.8672 2.1497
C: -6.0162 2.8647 0.8570
N: -3.6726 0.3865 4.3466
H: -2.2190 2.2503 2.8046
H: -2.0974 2.5294 4.5815
H: -2.9436 3.6952 3.5640
H: -4.6330 2.1294 4.6918
H: -5.7544 0.9700 2.9394
H: -4.3356 1.1401 1.8628
H: -5.2479 2.7516 0.0921
H: -6.5995 3.7553 0.6231
H: -6.6705 2.0074 0.6981
H: -2.8635 0.5550 4.9272
H: -3.2036 -0.1613 3.6395

## Properties
HOMO level = -8.0 eV

=====

| no. | electronic energy (a.u.) |
| --- | --- |
| 1 | -3634.38378 |
| 2 | -3109.72753 |